# 1
C40H63BrCdGeN5O4SSi3 | ωB97M-V/def2-TZVPD

As for the spin multiplicity: 2. As for the expectation value of S²: 0.753. Its net charge is -2. For the energy above the lowest of the compared OMol25 structures with the same formula, charge and spin, the calculation gives 0.0647 eV. The LUMO energy (alpha / beta) is 3.89 / 3.70 eV. The energy comes out at -8222.06367 hartree. The value obtained for the highest occupied orbital energy (alpha / beta) is -1.88 / -1.88 eV. Its strongest force on any atom is 0.0077 hartree/bohr.

Last column: Mulliken charge in e.
Cartesian coordinates (Å):
Cd  -0.83  -0.72  -0.01  0.14
Br  -1.28  -0.59  3.14  -0.13
C  0.35  -1.49  3.48  0.57
C  0.66  -1.70  4.79  -0.57
C  1.85  -2.37  5.14  -0.56
C  2.69  -2.80  4.16  -0.98
C  2.39  -2.59  2.79  1.46
C  3.28  -3.06  1.80  -1.24
C  3.00  -2.85  0.49  -1.15
C  1.83  -2.15  0.12  2.29
C  0.90  -1.67  1.01  -1.94
C  1.19  -1.91  2.40  1.33
H  -0.02  -1.36  5.56  0.39
H  2.08  -2.53  6.19  0.36
H  3.61  -3.32  4.41  0.33
H  4.17  -3.59  2.11  0.28
H  3.67  -3.22  -0.28  0.53
H  1.66  -2.01  -0.95  -0.42
C  -0.78  -7.01  -7.52  -1.50
C  -0.94  -6.36  -6.17  1.04
C  -1.58  -5.13  -6.04  -0.65
C  -1.72  -4.53  -4.80  -0.33
C  -1.20  -5.14  -3.66  0.28
C  -0.56  -6.37  -3.78  -0.86
C  -0.44  -6.97  -5.03  -0.55
S  -1.36  -4.44  -1.98  0.09
O  -1.45  -2.95  -2.50  0.35
O  -0.04  -4.74  -1.39  -0.51
N  -1.93  -2.26  -1.25  -0.96
C  -3.27  -1.84  -1.56  -0.20
C  -3.85  -0.96  -0.42  0.15
O  -5.02  -0.57  -0.56  -0.79
O  -3.09  -0.71  0.57  -0.64
H  -1.24  -6.41  -8.30  0.34
H  -1.25  -8.00  -7.54  0.33
H  0.27  -7.15  -7.77  0.31
H  -1.97  -4.64  -6.92  0.25
H  -2.22  -3.57  -4.70  0.51
H  -0.14  -6.82  -2.90  0.43
H  0.07  -7.93  -5.11  0.33
H  -3.97  -2.68  -1.69  0.30
H  -3.34  -1.23  -2.48  0.09
C  1.91  1.90  0.61  1.54
N  2.73  3.12  0.78  0.26
C  3.67  2.88  1.88  -0.81
N  2.99  2.54  3.14  0.10
C  2.17  1.34  2.89  -0.79
N  1.20  1.55  1.83  1.00
C  0.33  2.66  2.19  -0.35
N  1.10  3.90  2.42  0.07
C  1.83  4.20  1.18  -0.67
C  2.08  3.64  3.47  -0.74
H  2.56  1.07  0.33  -0.89
H  1.19  2.05  -0.19  -1.35
H  4.27  3.78  2.04  0.40
H  4.33  2.06  1.61  0.30
H  1.64  1.07  3.81  0.20
H  2.83  0.51  2.62  0.12
H  -0.22  2.41  3.10  0.50
H  -0.39  2.81  1.38  -0.50
H  2.41  5.12  1.33  0.45
H  1.11  4.37  0.38  0.15
H  1.55  3.39  4.39  0.35
H  2.67  4.55  3.64  0.34
C  -0.21  -1.32  -5.11  -0.41
Si  1.57  -1.40  -4.52  0.20
C  2.67  -1.29  -6.07  -1.09
C  1.93  -3.03  -3.69  -0.51
Ge  2.07  0.47  -3.13  0.37
Si  1.14  2.54  -3.86  -0.02
C  -0.61  2.34  -4.50  -0.86
C  1.15  3.83  -2.50  0.21
C  2.20  3.19  -5.29  -1.13
Si  4.37  0.73  -2.59  0.61
C  4.92  -0.40  -1.19  -0.88
C  4.74  2.51  -2.10  -0.60
C  5.47  0.32  -4.07  -1.19
H  -0.41  -2.19  -5.75  0.25
H  -0.40  -0.42  -5.68  0.41
H  -0.90  -1.35  -4.26  -0.18
H  2.35  -2.03  -6.81  0.35
H  3.72  -1.48  -5.82  0.27
H  2.61  -0.30  -6.52  0.20
H  1.76  -3.85  -4.40  0.28
H  1.29  -3.22  -2.83  -0.13
H  2.97  -3.09  -3.36  0.40
H  -1.23  1.86  -3.74  0.05
H  -0.64  1.74  -5.41  0.33
H  -1.04  3.32  -4.72  0.38
H  0.42  3.53  -1.75  -0.95
H  0.86  4.80  -2.91  0.63
H  2.13  3.92  -2.02  0.24
H  2.18  2.50  -6.14  0.26
H  3.25  3.31  -5.00  0.24
H  1.83  4.17  -5.64  0.34
H  4.33  -0.28  -0.28  0.13
H  5.97  -0.21  -0.95  0.43
H  4.82  -1.45  -1.49  0.13
H  4.19  2.80  -1.21  -0.05
H  4.46  3.20  -2.90  0.19
H  5.81  2.63  -1.92  0.37
H  5.41  -0.75  -4.31  0.24
H  6.51  0.56  -3.84  0.34
H  5.17  0.88  -4.96  0.29
C  -3.91  2.87  0.28  -1.43
C  -2.97  3.18  -0.90  2.33
C  -2.34  4.56  -0.71  -1.56
C  -3.78  3.15  -2.20  -1.70
C  -1.93  2.14  -0.93  0.31
C  -1.06  1.28  -0.95  -1.01
H  -4.73  3.61  0.31  0.43
H  -3.36  2.91  1.22  0.22
H  -4.33  1.87  0.19  0.22
H  -3.12  5.33  -0.67  0.47
H  -1.66  4.80  -1.54  0.19
H  -1.77  4.61  0.22  0.22
H  -4.59  3.90  -2.16  0.48
H  -4.22  2.17  -2.34  0.27
H  -3.14  3.37  -3.06  0.24

# 2
C40H63ClO23 | ωB97M-V/def2-TZVPD

Its net charge is 0. The LUMO energy is 0.36 eV. The energy comes out at -3752.72225 hartree. The value obtained for the highest occupied orbital energy is -9.84 eV. Its strongest force on any atom is 0.0133 hartree/bohr.

Last column: Mulliken charge in e.
Cartesian coordinates (Å):
C  1.77  -6.29  -2.07  -0.16
C  0.90  -5.57  -1.67  -1.47
C  -0.16  -4.69  -1.18  1.08
C  0.33  -3.22  -1.21  -1.37
O  -0.08  -2.56  -2.39  -0.33
C  -1.12  -1.65  -2.32  0.47
Cl  -2.56  -2.32  -1.42  -0.28
C  -1.53  -1.25  -3.72  -1.66
C  -0.68  -0.13  -4.32  0.88
C  -0.90  1.21  -3.60  -1.28
C  0.80  -0.48  -4.43  -1.56
O  -0.52  -5.08  0.14  -0.37
C  -1.88  -5.43  0.33  -0.42
C  -2.32  -6.68  -0.42  -0.42
C  -1.31  -7.83  -0.38  -1.01
H  2.60  -6.87  -2.39  0.52
H  -1.00  -4.77  -1.88  0.65
H  0.03  -2.70  -0.30  0.49
H  1.42  -3.22  -1.25  0.48
H  -0.81  -0.78  -1.73  0.42
H  -1.47  -2.15  -4.33  0.37
H  -2.58  -0.95  -3.70  0.51
H  -1.05  0.01  -5.34  0.36
H  -0.20  1.37  -2.77  0.38
H  -0.81  2.02  -4.31  0.17
H  -1.93  1.25  -3.22  0.37
H  0.93  -1.56  -4.55  0.37
H  1.35  -0.21  -3.53  0.31
H  1.25  0.00  -5.30  0.41
H  -1.98  -5.61  1.41  0.34
H  -2.53  -4.59  0.09  0.14
H  -3.30  -6.99  -0.06  0.49
H  -2.48  -6.40  -1.47  0.25
H  -0.55  -7.65  0.38  0.20
H  -1.79  -8.77  -0.14  0.34
H  -0.79  -7.94  -1.33  0.26
C  -2.84  6.15  -4.30  -1.35
C  -1.36  5.90  -4.19  0.75
C  -0.48  6.70  -5.12  -0.50
O  0.65  5.84  -5.29  -0.38
C  0.24  4.57  -5.08  0.61
O  0.89  3.60  -5.31  -0.51
O  -1.02  4.56  -4.57  -0.32
H  -3.39  5.45  -3.68  0.33
H  -3.07  7.16  -3.98  0.30
H  -3.18  6.01  -5.33  0.43
H  -1.04  6.04  -3.15  0.05
H  -0.16  7.66  -4.73  0.28
H  -0.96  6.84  -6.10  0.29
C  3.11  -5.89  3.19  -1.41
C  2.57  -4.51  2.91  0.52
C  2.37  -4.16  1.45  0.31
O  2.55  -2.74  1.45  -0.32
C  3.35  -2.42  2.49  0.62
O  3.84  -1.35  2.67  -0.57
O  3.52  -3.49  3.30  -0.36
H  3.34  -6.01  4.25  0.32
H  2.36  -6.63  2.90  0.40
H  4.03  -6.07  2.63  0.36
H  1.65  -4.33  3.48  0.31
H  1.38  -4.41  1.07  -0.36
H  3.14  -4.61  0.82  0.24
C  0.19  8.92  1.28  -1.55
C  -1.20  8.51  0.90  0.65
C  -1.48  7.02  0.90  -0.53
O  -2.51  6.90  -0.10  -0.28
C  -2.36  7.93  -0.96  0.63
O  -2.96  8.04  -1.98  -0.54
O  -1.48  8.83  -0.49  -0.34
H  0.33  9.99  1.12  0.37
H  0.37  8.69  2.33  0.39
H  0.93  8.39  0.67  0.36
H  -1.94  9.04  1.50  0.24
H  -1.85  6.63  1.84  0.32
H  -0.61  6.44  0.57  0.29
C  5.26  -11.44  5.91  -1.35
C  5.05  -9.99  6.28  0.48
C  3.65  -9.44  6.09  -0.50
O  3.91  -8.06  5.82  -0.31
C  5.14  -7.96  5.26  0.63
O  5.59  -6.99  4.74  -0.52
O  5.80  -9.14  5.38  -0.24
H  6.32  -11.68  5.95  0.20
H  4.72  -12.10  6.60  0.40
H  4.91  -11.63  4.90  0.36
H  5.41  -9.79  7.29  0.24
H  3.02  -9.53  6.97  0.30
H  3.15  -9.88  5.23  0.31
C  9.61  -10.63  1.80  -1.48
C  8.84  -10.98  3.05  0.65
C  9.45  -10.50  4.35  -0.47
O  8.98  -11.49  5.28  -0.33
C  8.77  -12.64  4.59  0.64
O  8.55  -13.70  5.09  -0.54
O  8.83  -12.41  3.26  -0.37
H  9.17  -11.12  0.93  0.35
H  9.58  -9.55  1.64  0.38
H  10.64  -10.95  1.88  0.36
H  7.80  -10.66  2.97  0.20
H  9.11  -9.52  4.66  0.29
H  10.54  -10.53  4.33  0.32
C  -4.79  10.50  -2.29  -0.96
C  -5.07  11.95  -2.04  0.63
C  -5.07  12.85  -3.25  -0.50
O  -4.66  14.11  -2.70  -0.34
C  -3.92  13.86  -1.59  0.57
O  -3.28  14.67  -1.01  -0.55
O  -4.01  12.55  -1.26  -0.27
H  -4.68  9.95  -1.36  -0.24
H  -5.61  10.05  -2.86  0.34
H  -3.87  10.37  -2.85  0.47
H  -6.00  12.08  -1.47  0.23
H  -6.04  12.96  -3.73  0.31
H  -4.32  12.54  -3.99  0.31
C  -8.90  6.90  0.52  -1.49
C  -8.18  8.18  0.82  0.45
C  -8.07  9.17  -0.32  -0.52
O  -6.85  9.86  -0.01  -0.19
C  -6.07  9.01  0.71  0.60
O  -4.92  9.20  0.96  -0.55
O  -6.78  7.94  1.10  -0.32
H  -8.82  6.21  1.36  0.36
H  -9.96  7.10  0.34  0.38
H  -8.48  6.41  -0.35  0.35
H  -8.60  8.67  1.71  0.27
H  -8.89  9.88  -0.38  0.34
H  -7.95  8.66  -1.28  0.30

# 3
C40H64OP2PdSi2 | ωB97M-V/def2-TZVPD

As for the spin multiplicity: 5. As for the expectation value of S²: 6.030. Its net charge is +2. The LUMO energy (alpha / beta) is -5.85 / -10.12 eV. The energy comes out at -3026.74163 hartree. The value obtained for the highest occupied orbital energy (alpha / beta) is -11.35 / -14.24 eV. Its strongest force on any atom is 0.0623 hartree/bohr.

Last column: Mulliken charge in e.
Cartesian coordinates (Å):
Pd  -0.47  -0.43  -0.78  -0.65
C  1.92  -2.29  -3.01  -1.44
Si  1.62  -0.90  -1.74  2.30
C  2.80  -1.13  -0.28  0.37
C  4.17  -1.21  -0.50  -0.59
C  5.08  -1.38  0.60  -0.99
C  4.54  -1.35  1.89  -0.88
C  3.13  -1.35  2.12  -0.38
C  2.29  -1.26  1.02  0.26
P  0.51  -1.51  1.04  -0.17
C  -0.27  -0.57  2.52  2.14
C  -1.78  -0.30  2.28  -0.56
C  -2.38  0.45  3.48  -0.81
C  -2.08  -0.08  4.91  -0.75
C  -1.13  -1.30  4.79  -1.26
C  0.13  -1.01  3.94  0.05
C  0.18  -3.36  1.39  1.00
C  0.15  -4.04  -0.02  0.34
C  0.22  -5.62  0.16  -1.06
C  -0.30  -6.08  1.58  -0.71
C  0.72  -5.55  2.57  -0.92
C  1.20  -4.12  2.30  -0.40
C  2.29  0.59  -2.59  -0.18
C  3.44  0.49  -3.39  -0.47
C  4.03  1.59  -4.01  -1.09
C  3.51  2.87  -3.72  -0.74
C  2.37  3.01  -2.86  -0.14
C  1.79  1.86  -2.27  -0.22
P  0.41  1.78  -1.11  -0.29
C  -1.05  2.60  -2.11  0.89
C  -2.47  2.32  -1.57  0.21
C  -3.56  2.84  -2.55  -0.59
C  -3.16  4.18  -3.26  -0.82
C  -2.08  4.95  -2.43  -0.83
C  -0.79  4.07  -2.38  -0.55
C  0.93  2.67  0.51  1.02
C  -0.25  3.13  1.37  -0.96
C  0.23  3.40  2.75  -0.22
C  1.36  4.51  2.77  -1.05
C  2.45  4.33  1.71  -0.70
C  1.91  3.85  0.36  -0.34
H  1.13  -3.06  -2.87  0.38
H  2.88  -2.86  -2.75  0.43
H  1.81  -2.05  -4.07  0.51
H  4.55  -1.07  -1.47  0.48
H  6.09  -1.61  0.34  0.51
H  5.26  -1.42  2.74  0.39
H  2.70  -1.49  3.14  0.36
H  0.15  0.45  2.30  -1.67
H  -2.30  -1.27  2.29  0.59
H  -1.95  0.19  1.30  -0.10
H  -3.48  0.47  3.34  0.63
H  -2.19  1.54  3.45  0.11
H  -3.04  -0.32  5.37  0.33
H  -1.51  0.70  5.42  0.33
H  -1.74  -2.12  4.43  0.30
H  -0.89  -1.66  5.81  0.56
H  0.75  -1.93  3.93  -0.07
H  0.66  -0.25  4.51  0.38
H  -0.82  -3.37  1.91  0.59
H  1.07  -3.86  -0.60  -0.29
H  -0.76  -3.69  -0.55  -0.48
H  1.30  -5.82  0.09  0.38
H  -0.26  -6.13  -0.66  0.50
H  -0.42  -7.20  1.72  0.41
H  -1.28  -5.65  1.79  0.30
H  1.56  -6.27  2.66  0.36
H  0.21  -5.56  3.55  0.33
H  2.23  -4.08  1.82  0.33
H  1.37  -3.66  3.32  0.11
H  3.82  -0.50  -3.60  0.51
H  4.93  1.48  -4.56  0.52
H  3.98  3.79  -4.09  0.46
H  1.98  4.02  -2.79  0.55
H  -0.89  2.04  -3.06  0.60
H  -2.62  2.83  -0.58  0.28
H  -2.60  1.26  -1.25  -0.76
H  -4.47  3.04  -1.96  0.42
H  -3.87  2.01  -3.28  0.20
H  -4.00  4.88  -3.36  0.46
H  -2.83  4.09  -4.34  0.34
H  -2.46  5.14  -1.39  0.30
H  -1.84  5.92  -2.90  0.45
H  -0.07  4.46  -1.64  -0.24
H  -0.22  4.15  -3.32  0.22
H  1.48  1.80  1.02  -0.26
H  -1.07  2.44  1.41  -0.09
H  -0.57  4.08  0.95  0.80
H  0.56  2.52  3.37  -0.03
H  -0.60  3.78  3.37  0.55
H  1.80  4.33  3.78  0.36
H  0.90  5.48  2.75  0.35
H  3.18  3.57  2.09  0.30
H  2.99  5.23  1.49  0.47
H  2.80  3.50  -0.26  0.16
H  1.38  4.68  -0.16  0.27
C  -4.64  -1.03  -1.96  -0.88
Si  -3.06  -1.98  -2.14  0.21
C  -3.51  -3.83  -2.33  -1.06
C  -2.00  -1.24  -3.60  -0.68
O  -2.11  -1.69  -0.79  -0.26
H  -5.22  -0.97  -2.87  0.39
H  -4.40  0.02  -1.78  0.15
H  -5.34  -1.29  -1.18  0.41
H  -4.11  -4.08  -3.24  0.36
H  -4.04  -4.01  -1.39  0.30
H  -2.58  -4.34  -2.40  0.30
H  -1.94  -0.13  -3.53  0.03
H  -2.45  -1.43  -4.58  0.64
H  -0.94  -1.63  -3.68  0.04

# 4
C40H65FN3O16S | ωB97M-V/def2-TZVPD

Its net charge is +1. The LUMO energy is -4.46 eV. The energy comes out at -3428.98388 hartree. The value obtained for the highest occupied orbital energy is -11.35 eV. Its strongest force on any atom is 0.0428 hartree/bohr.

Last column: Mulliken charge in e.
Cartesian coordinates (Å):
C  6.89  -1.24  -4.63  -1.16
C  5.88  -0.41  -5.48  -0.43
C  4.73  0.13  -4.62  0.25
C  3.84  1.18  -5.35  -0.88
C  2.61  0.56  -6.08  -0.73
C  1.26  1.27  -5.74  -0.88
C  0.06  0.27  -5.62  -0.19
O  -0.46  0.36  -4.28  -0.28
C  -1.15  -0.72  -3.88  -0.39
O  -2.28  -0.61  -3.49  -0.53
C  -0.49  -2.10  -3.88  0.71
C  0.55  -2.36  -2.96  0.63
C  1.04  -1.36  -1.93  -1.76
C  1.84  -0.15  -2.50  0.22
O  1.22  1.08  -2.11  -0.22
C  2.08  1.91  -1.41  -0.13
O  2.69  2.75  -1.98  -0.43
C  1.13  -3.64  -3.04  0.70
N  2.21  -3.98  -2.17  -0.46
C  3.28  -3.73  -2.77  0.63
O  4.29  -3.79  -3.32  -0.32
N  0.67  -4.56  -3.91  0.71
N  1.29  -5.82  -3.92  -1.27
C  0.98  -6.54  -2.93  0.74
O  1.02  -7.17  -1.98  -0.26
C  -0.36  -4.32  -4.78  0.48
S  -0.87  -5.65  -5.85  -0.14
C  -0.96  -3.07  -4.81  -0.04
C  -2.11  -2.69  -5.74  0.32
C  -3.47  -2.96  -5.04  -1.22
F  -2.04  -3.29  -6.98  -0.36
H  6.36  -1.93  -3.96  0.18
H  7.53  -0.58  -4.02  0.33
H  7.54  -1.84  -5.28  0.38
H  6.46  0.39  -5.96  0.34
H  5.54  -1.10  -6.27  0.29
H  4.11  -0.70  -4.23  -0.59
H  5.18  0.63  -3.75  0.36
H  4.48  1.63  -6.12  0.53
H  3.49  1.92  -4.62  0.37
H  2.75  0.68  -7.17  0.54
H  2.57  -0.52  -5.88  0.27
H  1.39  1.73  -4.75  0.21
H  0.98  2.00  -6.51  0.56
H  0.45  -0.72  -5.88  0.13
H  -0.71  0.51  -6.37  0.48
H  1.56  -1.92  -1.16  1.06
H  0.14  -0.94  -1.45  0.41
H  2.87  -0.19  -2.12  0.86
H  1.84  -0.23  -3.59  -0.75
H  2.13  1.79  -0.31  0.47
H  -1.50  -6.52  -5.03  0.20
H  -2.09  -1.60  -5.93  0.10
H  -3.84  -3.97  -5.23  0.36
H  -4.19  -2.21  -5.40  0.41
H  -3.38  -2.77  -3.96  0.28
O  0.24  -2.89  0.16  -0.60
C  -0.81  -2.91  0.77  0.50
O  -1.95  -3.10  0.09  -0.35
C  -3.22  -3.33  0.72  -0.55
C  -3.89  -2.03  1.10  -0.83
C  -0.87  -2.66  2.25  -0.99
H  -3.11  -4.01  1.56  0.39
H  -3.82  -3.84  -0.03  0.38
H  -3.30  -1.47  1.84  0.18
H  -4.87  -2.22  1.53  0.46
H  -4.00  -1.38  0.23  0.23
H  -0.88  -1.58  2.42  0.21
H  0.02  -3.09  2.71  0.49
H  -1.72  -3.11  2.74  0.38
O  -0.70  -1.23  4.62  -0.57
C  0.40  -1.12  5.11  1.02
O  0.54  -1.19  6.44  -0.42
C  1.80  -1.25  7.12  -0.50
C  2.37  0.13  7.34  -1.00
C  1.61  -0.80  4.26  -1.14
H  2.49  -1.91  6.59  0.42
H  1.59  -1.72  8.08  0.35
H  2.57  0.64  6.40  0.27
H  3.30  0.07  7.91  0.39
H  1.65  0.75  7.89  0.28
H  1.65  0.28  4.09  0.28
H  1.51  -1.31  3.31  0.19
H  2.55  -1.13  4.69  0.38
O  5.92  8.47  0.16  -0.55
C  4.86  7.90  0.15  0.69
O  4.77  6.67  -0.41  -0.37
C  3.62  5.83  -0.31  -0.35
C  2.59  6.16  -1.37  -0.87
C  3.61  8.56  0.68  -0.88
H  3.20  5.87  0.70  0.35
H  3.98  4.82  -0.46  0.24
H  2.22  7.18  -1.27  0.34
H  1.75  5.47  -1.31  0.26
H  3.04  6.09  -2.36  0.28
H  3.19  9.20  -0.09  0.24
H  3.89  9.17  1.54  0.31
H  2.85  7.86  1.03  0.31
O  -7.41  0.56  2.80  -0.56
C  -6.60  1.40  2.54  0.71
O  -6.38  1.73  1.25  -0.38
C  -5.57  2.84  0.84  -0.47
C  -4.11  2.44  0.77  -0.78
C  -5.74  2.02  3.62  -0.79
H  -5.74  3.71  1.48  0.38
H  -5.92  3.12  -0.15  0.33
H  -3.73  2.14  1.75  0.23
H  -3.50  3.27  0.41  0.36
H  -3.99  1.59  0.10  0.20
H  -4.90  1.37  3.83  0.15
H  -6.35  2.12  4.52  0.31
H  -5.38  3.02  3.37  0.31
O  -1.11  0.18  8.67  -0.56
C  -2.19  -0.10  8.23  0.70
O  -3.25  0.67  8.54  -0.38
C  -4.54  0.54  7.93  -0.20
C  -5.37  -0.51  8.63  -1.00
C  -2.40  -1.36  7.42  -0.35
H  -4.44  0.35  6.86  0.21
H  -5.01  1.51  8.03  0.33
H  -4.92  -1.50  8.56  0.27
H  -6.37  -0.56  8.19  0.36
H  -5.47  -0.28  9.69  0.30
H  -2.53  -2.20  8.10  0.25
H  -1.52  -1.52  6.81  -0.14
H  -3.25  -1.31  6.74  0.27